This record from OMol25 describes a molecular structure, C22H44Cl2HfO6Si. The level of theory is the ωB97M-V functional and the def2-TZVPD basis.

The geometry in XYZ format:
```
76
Properties=species:S:1:pos:R:3:lowdin_charge:R:1
Si 0.03899 -0.04273 4.49545 0.08
H -0.41145 -3.26287 5.49609 0.08
H -1.80516 2.25848 -2.43863 0.07
C 0.64049 0.14840 -2.87511 -0.29
C 2.94755 -2.38527 5.64468 -0.05
H -2.23698 -2.08343 4.39191 0.07
C 1.52255 -2.34259 5.09783 -0.62
H -3.41628 1.86259 5.60272 0.08
C 1.81631 1.01879 -2.73219 -0.12
C -0.74351 -1.69459 -2.85787 -0.27
H 2.02820 -3.73900 3.52211 0.10
H -2.99550 0.20030 7.32405 0.07
C -2.96671 -0.56656 -3.47867 -0.17
H 3.61516 -1.70847 5.09559 0.08
C -3.52037 1.10376 4.82998 -0.04
H -1.76218 -3.43527 -3.55936 0.06
H 2.67153 -1.71915 -2.76463 0.04
H 1.71430 3.77166 3.30417 0.07
H 1.54684 2.97449 0.95875 -0.07
O -0.20933 -0.68656 3.04892 -0.37
C -1.15391 1.98541 -3.27713 -0.10
H 1.80873 -2.31610 -1.33997 0.04
H -1.74036 2.10148 -4.19549 0.06
H 0.74223 2.13994 6.55120 0.08
C 1.52152 -2.74374 3.61393 -0.05
C 1.87672 2.13928 4.68745 -0.55
O 1.10101 -0.96663 5.38432 -0.14
H 0.99616 -4.33248 5.83160 0.09
Cl -3.82976 -0.64542 -0.40517 -0.64
H 2.07863 -2.01567 2.99778 0.08
O 1.77701 2.22176 1.33766 -0.33
C -3.10480 -0.60502 6.61905 -0.05
H 3.25224 1.75118 3.08627 0.06
H 0.61633 -2.98513 6.94822 0.09
H -0.30858 2.66556 -3.31154 0.04
H -4.14594 -0.91873 6.58450 0.08
H 1.59270 -3.12349 -2.89118 0.05
H 3.41394 0.59397 4.42818 0.08
H -3.17878 1.51396 3.86383 0.04
O 0.85603 -0.52729 0.29665 -0.35
C 1.65773 3.61413 4.38296 -0.04
H -0.43405 -3.74077 -2.40340 0.05
Hf 0.48676 0.85295 1.62733 1.46
C -2.70053 -0.11832 5.22055 -0.60
H 1.81366 -0.67370 0.06595 0.03
H 2.44462 2.52354 6.74910 0.10
O 0.74009 1.42209 3.90237 -0.28
H -2.70692 -0.86734 3.15583 0.08
Cl -1.64292 2.24038 1.73096 -0.08
H 1.84603 1.49104 -1.73396 0.04
C 3.22871 1.64499 4.16432 -0.02
H 0.49406 -2.81757 3.21841 0.09
O -1.30104 0.37724 5.41137 -0.13
H -1.98853 -3.05708 -1.83187 0.06
H -3.39867 0.42907 -3.28401 0.05
H -3.17357 -0.85241 -4.52713 0.05
C -1.53413 -0.55368 -3.18116 -0.28
H -3.94547 -1.56278 4.25532 0.10
H -2.47279 -1.45646 6.92367 0.08
H 3.33332 -3.40998 5.55918 0.08
C -2.88598 -1.22559 4.18228 -0.04
C -1.25350 -3.05784 -2.65546 -0.09
C 1.71899 1.90057 6.18575 -0.05
H 2.75200 0.44965 -2.86287 0.05
C 0.61736 -3.29422 5.88500 -0.03
H -4.57425 0.79007 4.76252 0.09
C -0.70468 0.59284 -3.12718 -0.26
H 2.42081 4.24741 4.88478 0.09
H 1.95336 0.84631 6.47410 0.09
H -3.49754 -1.25666 -2.79204 -0.02
H 1.79554 1.82704 -3.48532 0.06
H 4.03161 2.25600 4.60538 0.09
C 0.59094 -1.26706 -2.72062 -0.29
C 1.74598 -2.15483 -2.41417 -0.10
H 2.94685 -2.11840 6.71623 0.09
H 0.65081 3.91196 4.72220 0.10
```

## Properties
Lowest unoccupied orbital energy in eV: 3.678
Kohn-Sham gap in eV: 2.758
Total charge: -2

---

This record from OMol25 describes 2 unconnected molecules or ions with the total composition C2H5N3O3. The level of theory is the ωB97M-V functional and the def2-TZVPD basis.

The geometry in XYZ format:
```
13
Properties=species:S:1:pos:R:3:nbo_charge:R:1
N -1.15450 0.20700 -0.19086 -0.71
O -0.76054 -1.59701 -2.09077 -0.49
N 0.25355 -1.36406 -1.16865 -0.35
O 0.36777 -0.80294 1.22703 -0.37
C 0.93673 1.53600 1.13349 0.50
O 0.78904 2.69666 1.35435 -0.55
H 1.74155 1.24246 0.53369 0.13
H -1.23772 0.20854 -1.35021 0.33
H -0.59104 -0.49424 -2.81342 0.46
N 0.25068 0.56645 1.78118 -0.33
C -0.23785 -0.64905 0.00218 0.58
H 0.46373 -2.07899 -0.55655 0.36
H -0.82140 0.52919 2.13855 0.44
```

## Properties
Energy above the lowest of the compared OMol25 structures with the same formula, charge and spin in kJ/mol: 696.2
Lowest unoccupied orbital energy in eV: -0.677
Kohn-Sham gap in eV: 9.444

---

This record from OMol25 describes a single C4H7NO molecule. The level of theory is the ωB97M-V functional and the def2-TZVPD basis.

The geometry in XYZ format:
```
13
Properties=species:S:1:pos:R:3:nbo_charge:R:1
O 1.05242 -0.68124 -0.13337 -0.53
C -0.58636 1.02174 -0.39579 0.24
H -1.66450 -1.85400 0.38904 0.22
H -2.49738 -0.49380 -0.38928 0.23
H 2.51517 0.07915 1.08929 0.19
H 1.47096 1.32214 0.36388 0.20
C -0.27704 -0.38357 -0.54569 0.02
C -1.64163 -0.78502 0.25530 -0.61
H -0.39157 -0.89054 -1.50951 0.22
H 2.71743 0.53100 -0.61847 0.18
N -0.83075 2.03752 0.09885 -0.33
H -1.84489 -0.27558 1.21269 0.23
C 1.97814 0.37222 0.18304 -0.26
```

## Properties
Energy above the lowest of the compared OMol25 structures with the same formula, charge and spin in kJ/mol: 258.0
Lowest unoccupied orbital energy in eV: 0.920
Kohn-Sham gap in eV: 11.161
SMILES: CO[C@@H](C)C#N

---

Going through the records in order, we get max |F| values of 0.12230, 0.11425, 0.03665 Eh/bohr.
Going through the records in order, we get DFT total energy values of -2574.36163, -468.93554, -286.53337 hartree.